C19H58ClF3NNbO13P | ωB97M-V with the def2-TZVPD basis set

Output
E_HOMO, eV: -4.56
Total charge: -1
Strongest force on any atom, eV Å⁻¹: 2.87

CARTESIAN COORDINATES (ANGSTROEM)
C1 0.03 -0.62 1.91
C2 0.65 0.57 1.80
Nb1 1.71 1.02 -0.05
C3 0.03 0.66 -1.48
C4 -0.35 -0.83 -1.56
C5 0.27 -1.59 -2.74
C6 -0.64 -2.73 -3.22
C7 -1.11 -3.67 -2.10
C8 -2.46 -3.28 -1.46
C9 -2.37 -3.22 0.07
C10 -3.72 -3.38 0.78
C11 -3.73 -2.78 2.19
C12 -4.38 -1.40 2.31
C13 -3.92 -0.39 1.24
C14 -5.06 0.18 0.40
N1 -4.64 0.61 -0.92
C15 -3.52 1.35 -1.21
C16 -3.46 1.54 -2.57
C17 -4.60 0.90 -3.13
C18 -5.30 0.33 -2.08
P1 0.88 3.50 -0.01
O1 0.19 3.77 -1.48
Cl1 -0.79 3.77 1.27
C19 3.52 1.71 1.32
F1 4.13 0.77 2.12
F2 4.60 2.35 0.72
F3 3.10 2.68 2.23
H1 -1.05 -0.67 2.07
H2 0.59 -1.54 1.80
H3 0.63 1.37 2.55
H4 2.89 1.38 -1.39
H5 2.27 -0.72 0.02
H6 0.24 1.08 -2.47
H7 -0.82 1.24 -1.10
H8 -1.44 -0.86 -1.72
H9 -0.15 -1.34 -0.62
H10 0.41 -0.85 -3.53
H11 1.24 -2.00 -2.44
H12 -0.03 -3.34 -3.91
H13 -1.45 -2.33 -3.82
H14 -0.33 -3.69 -1.33
H15 -1.19 -4.67 -2.50
H16 -3.20 -4.05 -1.69
H17 -2.81 -2.32 -1.84
H18 -1.70 -4.02 0.41
H19 -1.92 -2.27 0.37
H20 -4.49 -2.93 0.15
H21 -3.94 -4.45 0.83
H22 -4.29 -3.46 2.85
H23 -2.72 -2.76 2.60
H24 -4.12 -1.00 3.29
H25 -5.47 -1.51 2.26
H26 -3.21 -0.85 0.55
H27 -3.38 0.45 1.70
H28 -5.81 -0.60 0.25
H29 -5.51 1.03 0.91
H30 -2.84 1.66 -0.43
H31 -2.68 2.08 -3.08
H32 -4.87 0.86 -4.17
H33 -6.21 -0.23 -2.10
H34 0.84 3.56 -2.17
O2 -1.09 6.71 -1.80
H35 -0.72 5.82 -1.73
H36 -1.44 6.88 -0.92
O3 4.10 -1.23 -2.16
H37 4.47 -0.86 -1.35
H38 4.70 -1.93 -2.43
O4 -0.50 -2.44 4.19
H39 -0.37 -1.96 5.01
H40 0.35 -2.88 4.02
O5 -3.34 4.09 3.38
H41 -2.51 4.07 2.88
H42 -3.26 3.37 4.01
O6 6.82 1.74 3.28
H43 6.58 0.83 3.46
H44 6.10 2.03 2.69
O7 6.80 4.67 0.52
H45 6.20 3.92 0.60
H46 6.70 4.96 -0.39
O8 6.96 6.56 -1.74
H47 6.82 7.32 -2.33
H48 7.72 6.79 -1.20
O9 -1.99 -4.87 5.09
H49 -1.33 -5.09 5.75
H50 -1.75 -3.98 4.78
O10 -2.97 -1.24 -5.42
H51 -3.36 -0.37 -5.26
H52 -2.89 -1.29 -6.38
O11 8.03 4.97 3.28
H53 7.45 4.21 3.39
H54 7.89 5.23 2.37
O12 1.20 -5.74 -2.84
H55 1.84 -5.02 -2.79
H56 0.78 -5.62 -3.69
O13 7.56 -1.52 2.26
H57 8.18 -1.51 2.99
H58 7.71 -0.68 1.82


C19H58F6O10P | ωB97M-V with the def2-TZVPD basis set

Output
Energy relative to the best compared isomer or geometry (same formula, charge and spin), kcal per mole: 0.00
E_HOMO, eV: -7.37
Total charge: -1
Strongest force on any atom, eV Å⁻¹: 1.84

CARTESIAN COORDINATES (ANGSTROEM)
P1 6.58 2.10 -20.07
F1 7.68 2.14 -18.86
F2 7.36 3.26 -20.91
F3 7.49 1.00 -20.88
F4 5.48 1.91 -21.24
F5 5.85 0.94 -19.22
F6 5.76 3.28 -19.35
C1 12.42 1.84 -19.54
C2 10.91 1.58 -19.39
O1 10.35 2.69 -18.70
H1 12.94 1.82 -18.58
H2 12.49 2.77 -20.10
H3 12.86 1.09 -20.20
H4 10.62 0.61 -18.99
H5 10.55 1.61 -20.43
H6 9.40 2.48 -18.72
C3 7.36 4.67 -14.74
C4 6.86 3.76 -15.86
O2 7.24 2.43 -15.49
H7 7.01 5.70 -14.80
H8 8.45 4.71 -14.82
H9 7.05 4.27 -13.78
H10 7.36 3.96 -16.81
H11 5.80 3.91 -16.06
H12 6.75 1.78 -16.01
O3 7.62 -0.19 -17.11
H13 7.19 0.07 -17.94
H14 8.21 0.55 -16.91
O4 6.92 6.45 -18.87
H15 6.39 5.76 -18.44
H16 6.65 6.39 -19.80
O5 1.98 0.79 -20.86
H17 2.54 1.41 -21.35
H18 1.71 1.27 -20.07
C5 10.14 3.07 -22.74
C6 10.02 4.58 -22.61
C7 10.79 5.13 -21.43
O6 10.54 5.15 -23.83
H19 10.16 2.70 -23.77
H20 9.47 2.43 -22.18
H21 11.15 2.77 -22.41
H22 8.99 4.94 -22.50
H23 10.35 6.08 -21.10
H24 11.86 5.26 -21.58
H25 10.60 4.58 -20.50
H26 11.38 4.70 -24.00
C8 2.33 -0.69 -14.73
C9 2.91 0.32 -15.68
C10 3.45 -0.26 -16.97
O7 1.91 1.31 -16.04
H27 1.75 -1.54 -15.12
H28 1.67 -0.27 -13.97
H29 3.14 -1.19 -14.18
H30 3.69 0.87 -15.14
H31 3.65 0.48 -17.75
H32 2.68 -0.90 -17.41
H33 4.37 -0.82 -16.82
H34 1.22 1.26 -15.37
C11 3.00 3.65 -18.52
C12 1.51 3.64 -18.20
C13 0.78 4.71 -19.00
O8 0.92 2.39 -18.53
H35 3.56 4.57 -18.35
H36 3.20 3.37 -19.55
H37 3.47 2.86 -17.93
H38 1.32 3.83 -17.14
H39 -0.30 4.55 -18.93
H40 1.03 4.74 -20.06
H41 0.97 5.72 -18.62
H42 1.00 1.81 -17.75
C14 4.41 -1.89 -22.20
C15 5.87 -1.88 -22.59
C16 6.20 -0.78 -23.61
O9 6.61 -1.62 -21.38
H43 4.14 -0.95 -21.73
H44 4.21 -2.75 -21.56
H45 3.73 -2.02 -23.05
H46 6.29 -2.80 -23.00
H47 5.73 -1.03 -24.56
H48 7.28 -0.68 -23.78
H49 5.87 0.20 -23.25
H50 6.84 -0.68 -21.34
C17 3.86 7.16 -22.08
C18 4.19 5.84 -21.40
C19 3.64 4.69 -22.23
O10 5.62 5.71 -21.34
H51 4.40 7.30 -23.01
H52 4.06 8.00 -21.41
H53 2.79 7.13 -22.31
H54 3.82 5.93 -20.38
H55 2.55 4.63 -22.31
H56 4.01 3.73 -21.87
H57 3.98 4.76 -23.27
H58 5.82 4.77 -21.28


C19H58N16O15PZn2 | ωB97M-V with the def2-TZVPD basis set

Output
Energy relative to the best compared isomer or geometry (same formula, charge and spin), kcal per mole: 9.84
E_HOMO, eV: -11.15
Total charge: +1
Strongest force on any atom, eV Å⁻¹: 3.21

CARTESIAN COORDINATES (ANGSTROEM)
Zn1 -0.47 2.19 2.29
Zn2 0.36 -1.14 -1.43
P1 0.02 0.72 0.21
O1 1.20 0.45 -0.74
O2 -1.10 -0.19 -0.42
O3 -0.31 2.22 0.38
O4 0.40 0.52 1.73
C1 0.45 -2.96 1.35
O5 0.63 -2.48 0.21
N1 0.33 -2.18 2.43
N2 0.51 -4.30 1.63
H1 0.35 -1.17 2.24
H2 0.39 -2.57 3.35
H3 0.84 -5.01 1.00
H4 0.28 -4.48 2.58
C2 1.54 3.88 -2.38
O6 2.02 4.75 -3.10
N3 2.00 2.61 -2.25
N4 0.55 4.10 -1.47
H5 1.49 1.92 -1.68
H6 2.75 2.30 -2.84
H7 0.37 3.35 -0.80
H8 -0.12 4.84 -1.57
C3 4.39 -0.35 0.34
O7 5.45 -0.94 0.61
N5 3.35 -0.30 1.17
N6 4.23 0.26 -0.87
H9 2.55 0.31 1.06
H10 3.45 -0.85 2.01
H11 3.35 0.70 -1.09
H12 4.94 0.28 -1.57
C4 2.47 3.46 2.24
O8 1.31 3.19 2.54
N7 3.42 3.81 3.16
N8 2.98 3.40 0.97
H13 4.37 3.94 2.88
H14 3.19 3.73 4.13
H15 2.44 2.86 0.32
H16 3.70 4.03 0.69
C5 -3.97 2.03 -1.31
O9 -5.16 2.34 -1.45
N9 -2.97 2.93 -1.21
N10 -3.54 0.74 -1.17
H17 -2.06 2.65 -0.91
H18 -3.18 3.91 -1.28
H19 -4.20 0.02 -1.39
H20 -2.55 0.49 -0.97
C6 -1.75 -3.28 -2.74
O10 -1.08 -2.46 -2.11
N11 -3.06 -3.08 -3.01
N12 -1.32 -4.55 -2.99
H21 -3.43 -2.16 -2.83
H22 -3.68 -3.81 -3.29
H23 -1.98 -5.09 -3.52
H24 -0.36 -4.80 -2.87
C7 0.20 1.12 5.10
O11 -0.43 1.79 4.27
N13 0.16 1.35 6.42
N14 1.12 0.23 4.65
H25 0.94 1.04 6.98
H26 -0.40 2.09 6.80
H27 1.26 0.02 3.68
H28 1.56 -0.35 5.36
C8 -3.52 -2.70 0.99
O12 -4.02 -2.11 2.18
C9 -4.04 -0.70 2.06
C10 -2.76 -0.05 2.63
N15 -2.46 1.31 2.15
C11 -3.39 2.28 2.78
C12 -3.00 3.73 2.47
O13 -1.54 3.87 2.52
C13 -1.18 4.98 1.69
H29 -2.52 -2.31 0.78
H30 -4.19 -2.59 0.13
H31 -3.44 -3.77 1.21
H32 -4.85 -0.30 2.67
H33 -4.21 -0.38 1.04
H34 -1.97 -0.72 2.27
H35 -2.72 -0.15 3.72
H36 -2.74 1.24 1.17
H37 -3.38 2.10 3.85
H38 -4.43 2.13 2.49
H39 -3.44 4.47 3.13
H40 -3.35 3.93 1.46
H41 -0.12 5.20 1.78
H42 -1.68 5.94 1.84
H43 -1.33 4.75 0.63
C14 2.69 -5.62 -3.73
O14 1.65 -4.96 -3.06
C15 1.96 -4.38 -1.80
C16 2.78 -3.11 -1.83
N16 2.12 -1.87 -2.27
C17 1.83 -1.96 -3.73
C18 1.26 -0.60 -4.14
O15 0.12 -0.28 -3.34
C19 -0.63 0.78 -3.93
H44 3.47 -5.00 -4.17
H45 2.23 -6.18 -4.55
H46 3.16 -6.41 -3.14
H47 2.46 -5.10 -1.15
H48 0.99 -4.10 -1.40
H49 3.72 -3.20 -2.40
H50 3.23 -2.94 -0.85
H51 2.74 -1.08 -2.11
H52 1.12 -2.74 -3.98
H53 2.75 -2.11 -4.30
H54 1.08 -0.67 -5.22
H55 2.06 0.09 -3.86
H56 -1.49 1.02 -3.30
H57 -1.04 0.44 -4.88
H58 -0.14 1.75 -4.01


C19H60NO13 | ωB97M-V with the def2-TZVPD basis set

Output
E_HOMO, eV: -11.62
Total charge: +1
Strongest force on any atom, eV Å⁻¹: 4.86

CARTESIAN COORDINATES (ANGSTROEM)
O1 0.35 4.95 0.81
C1 -0.77 4.46 0.54
O2 -0.92 3.82 -0.73
C2 -2.06 2.92 -0.73
C3 -1.69 1.36 -0.60
C4 -0.14 1.06 -0.32
C5 -0.09 -0.29 0.60
C6 0.66 -1.49 -0.21
C7 2.15 -0.91 -0.53
C8 1.99 0.35 -1.50
N1 0.59 0.88 -1.62
H1 -1.60 4.57 1.31
H2 -2.60 3.06 -1.74
H3 -2.84 3.17 0.07
H4 -2.40 0.90 0.17
H5 -1.95 0.84 -1.60
H6 0.35 1.87 0.33
H7 0.51 -0.12 1.55
H8 -1.13 -0.68 0.86
H9 0.69 -2.44 0.43
H10 0.11 -1.69 -1.20
H11 2.75 -1.78 -1.01
H12 2.68 -0.63 0.46
H13 2.75 1.14 -1.20
H14 2.30 0.00 -2.56
H15 0.03 0.27 -2.25
H16 0.66 1.82 -2.05
C9 -5.67 2.17 0.57
O3 -5.28 2.14 -0.80
H17 -5.64 3.20 0.92
H18 -6.68 1.78 0.67
H19 -4.97 1.57 1.16
H20 -5.31 1.21 -1.08
C10 -4.90 -1.59 0.46
O4 -5.55 -0.78 -0.52
H21 -3.82 -1.49 0.33
H22 -5.18 -1.25 1.46
H23 -5.19 -2.63 0.32
H24 -6.50 -0.88 -0.39
C11 5.47 -3.84 -1.22
O5 4.07 -3.86 -1.50
H25 5.76 -2.82 -0.97
H26 5.68 -4.49 -0.37
H27 6.02 -4.17 -2.10
H28 3.84 -4.77 -1.72
C12 -6.65 0.70 -4.00
O6 -7.43 1.52 -3.13
H29 -7.32 0.17 -4.67
H30 -5.97 1.33 -4.58
H31 -6.08 -0.02 -3.40
H32 -6.82 1.98 -2.55
C13 1.09 0.79 4.43
O7 0.17 -0.28 4.27
H33 1.34 1.20 3.45
H34 0.64 1.57 5.05
H35 2.00 0.42 4.91
H36 -0.03 -0.62 5.15
C14 -8.19 5.36 1.75
O8 -8.18 4.00 2.17
H37 -7.44 5.91 2.32
H38 -7.94 5.41 0.69
H39 -9.18 5.79 1.93
H40 -8.85 3.54 1.65
C15 -0.11 -4.25 2.44
O9 -0.14 -3.77 3.77
H41 -0.25 -5.33 2.44
H42 -0.92 -3.79 1.86
H43 0.85 -4.01 1.98
H44 -0.02 -2.81 3.74
C16 7.67 -4.33 2.01
O10 7.74 -3.39 0.94
H45 6.86 -5.03 1.81
H46 8.61 -4.89 2.07
H47 7.48 -3.81 2.95
H48 8.47 -2.79 1.14
C17 -2.05 3.43 -5.40
O11 -1.73 2.61 -4.28
H49 -2.54 2.81 -6.16
H50 -2.72 4.23 -5.10
H51 -1.13 3.85 -5.83
H52 -1.30 3.18 -3.63
C18 4.81 1.36 2.94
O12 4.78 1.83 4.28
H53 4.68 0.27 2.94
H54 3.99 1.82 2.37
H55 5.77 1.60 2.48
H56 4.90 2.78 4.25
C19 9.32 -4.68 -2.58
O13 8.22 -3.93 -2.09
H57 9.34 -4.62 -3.67
H58 10.25 -4.28 -2.18
H59 9.21 -5.73 -2.29
H60 8.23 -4.01 -1.13


C19H60O11 | ωB97M-V with the def2-TZVPD basis set

Output
Energy relative to the best compared isomer or geometry (same formula, charge and spin), kcal per mole: 61.21
Structure (SMILES): CC(C)O.CC(C)O.CC(C)O.CC(C)O.CO.CO.CO.CO.CO.CO.CO
E_HOMO, eV: -10.00
Strongest force on any atom, eV Å⁻¹: 1.21

CARTESIAN COORDINATES (ANGSTROEM)
C1 6.56 1.84 -1.98
C2 6.04 0.84 -2.98
C3 4.55 1.05 -3.25
O1 6.81 0.99 -4.20
H1 6.37 2.87 -2.30
H2 7.62 1.74 -1.76
H3 6.06 1.71 -1.02
H4 6.20 -0.17 -2.58
H5 4.05 0.17 -3.66
H6 4.34 1.92 -3.87
H7 4.01 1.20 -2.31
H8 6.24 0.75 -4.94
C4 -4.02 0.15 3.62
C5 -2.57 0.61 3.80
C6 -1.83 -0.19 4.84
O2 -1.85 0.55 2.57
H9 -4.11 -0.88 3.25
H10 -4.60 0.81 2.97
H11 -4.51 0.16 4.60
H12 -2.67 1.65 4.14
H13 -2.35 -0.15 5.80
H14 -0.80 0.16 4.86
H15 -1.84 -1.25 4.56
H16 -2.08 1.34 2.05
C7 -3.83 4.24 0.79
C8 -2.78 3.34 0.20
C9 -2.14 3.98 -1.03
O3 -1.81 2.94 1.16
H17 -4.49 4.58 0.00
H18 -3.34 5.13 1.21
H19 -4.41 3.74 1.56
H20 -3.25 2.40 -0.11
H21 -1.17 3.52 -1.25
H22 -1.92 5.04 -0.86
H23 -2.79 3.89 -1.89
H24 -1.43 3.73 1.57
C10 -0.08 -2.45 2.62
C11 -0.32 -3.80 3.27
C12 -0.99 -4.81 2.36
O4 0.94 -4.34 3.74
H25 -0.99 -2.02 2.20
H26 0.70 -2.45 1.87
H27 0.20 -1.79 3.44
H28 -0.89 -3.70 4.19
H29 -0.40 -4.96 1.45
H30 -1.99 -4.47 2.08
H31 -1.07 -5.75 2.91
H32 1.56 -4.39 3.00
C13 3.70 -1.43 -0.55
O5 2.61 -1.76 0.31
H33 4.06 -2.30 -1.08
H34 3.47 -0.62 -1.24
H35 4.52 -1.03 0.08
H36 1.86 -1.15 0.17
C14 -3.73 1.38 -3.28
O6 -3.06 0.12 -3.19
H37 -3.14 2.11 -3.84
H38 -4.60 1.24 -3.93
H39 -4.05 1.74 -2.30
H40 -2.53 0.12 -2.39
C15 2.01 -1.19 -4.34
O7 1.02 -0.19 -4.27
H41 2.46 -1.40 -3.36
H42 1.56 -2.13 -4.69
H43 2.79 -0.91 -5.05
H44 0.25 -0.61 -3.87
C16 -3.96 -0.88 -0.13
O8 -2.62 -0.60 0.23
H45 -4.17 -1.96 -0.26
H46 -4.67 -0.45 0.58
H47 -4.17 -0.50 -1.13
H48 -2.51 -0.58 1.20
C17 2.60 1.27 2.17
O9 1.44 2.03 2.52
H49 2.51 0.26 2.60
H50 2.74 1.14 1.09
H51 3.50 1.68 2.61
H52 0.68 1.48 2.26
C18 -0.33 -3.54 -1.69
O10 -0.38 -2.13 -1.87
H53 -1.27 -3.92 -1.25
H54 -0.17 -4.05 -2.64
H55 0.47 -3.83 -0.99
H56 -0.20 -1.78 -0.99
C19 0.57 1.03 -0.94
O11 0.44 0.12 0.18
H57 1.61 0.96 -1.28
H58 0.00 0.63 -1.78
H59 0.26 2.04 -0.70
H60 -0.51 0.13 0.35


| no. | calculated total energy (Eh) |
| --- | --- |
| 1 | -2949.5679 |
| 2 | -2451.9722 |
| 3 | -6663.8187 |
| 4 | -1792.2907 |
| 5 | -1587.4195 |